# C3H7N3O

C3H7N3O in the gas phase (ωB97M-V/def2-TZVPD, the OMol25 dataset).

Output
Relative energy (zero: lowest compared OMol25 entry of this formula, charge and spin) ... 1.245 eV
Spin multiplicity ... 1
SMILES string ... [H]/N=C/N/C(O)=N\C
HOMO-LUMO gap ... 10.04 eV
E_tot ... -358.00412 Eh
HOMO level ... -0.3366 hartree
Maximum force ... 1.5 eV/A
Charge ... 0

CARTESIAN COORDINATES (ANGSTROEM)
C -2.185 -0.099 -0.798
N -1.103 0.817 -0.933
C 0.021 0.709 -0.346
O 0.762 1.814 -0.510
N 0.533 -0.331 0.389
C 1.800 -0.434 0.950
N 2.149 -1.530 1.486
H -2.497 -0.170 0.250
H -1.955 -1.100 -1.179
H -3.025 0.295 -1.375
H 0.016 2.214 -1.050
H 0.002 -1.191 0.389
H 2.390 0.481 0.866
H 3.093 -1.473 1.861

# C22H29N3O5

C22H29N3O5 in the gas phase (ωB97M-V/def2-TZVPD, the OMol25 dataset).

Output
Relative energy (zero: lowest compared OMol25 entry of this formula, charge and spin) ... 0.489 eV
Spin multiplicity ... 1
SMILES string ... CC(C)(C)N(Cc1ccccc1)C(=O)COC(=O)CN1C(=O)NC2(CCCC2)C1=O
HOMO-LUMO gap ... 10.03 eV
E_tot ... -1396.29253 Eh
HOMO level ... -0.3423 hartree
Maximum force ... 0.6 eV/A
Charge ... 0

CARTESIAN COORDINATES (ANGSTROEM)
C 1.875 3.535 -0.717
H 1.032 3.332 -0.065
H 1.560 3.392 -1.749
H 2.180 4.569 -0.585
C 3.043 2.600 -0.385
N 2.612 1.199 -0.640
C 1.594 0.689 0.083
O 0.962 1.299 0.922
C 1.211 -0.785 -0.188
H 0.776 -0.882 -1.189
H 2.051 -1.467 -0.054
O 0.242 -1.162 0.773
C -0.992 -0.718 0.550
O -1.361 -0.173 -0.454
C -1.901 -1.044 1.730
N -3.204 -1.403 1.235
C -4.357 -0.713 1.468
O -4.494 0.206 2.233
C -5.431 -1.356 0.594
N -4.684 -2.414 -0.042
C -3.372 -2.419 0.281
O -2.504 -3.150 -0.117
H -5.065 -3.009 -0.756
C -6.036 -0.352 -0.417
H -5.879 -0.734 -1.427
C -7.528 -0.271 -0.087
C -7.843 -1.625 0.541
H -7.914 -2.394 -0.231
C -6.623 -1.872 1.424
H -6.696 -1.272 2.333
H -6.490 -2.917 1.699
H -8.771 -1.620 1.110
H -7.702 0.518 0.645
H -8.131 -0.063 -0.969
H -5.549 0.618 -0.343
H -2.015 -0.154 2.354
H -1.462 -1.860 2.309
C 3.329 0.393 -1.606
C 4.585 -0.252 -1.060
C 5.620 -0.571 -1.930
C 6.770 -1.182 -1.463
C 6.901 -1.479 -0.117
C 5.875 -1.163 0.756
C 4.722 -0.556 0.288
H 3.930 -0.311 0.980
H 5.969 -1.390 1.808
H 7.799 -1.952 0.250
H 7.567 -1.424 -2.151
H 5.524 -0.338 -2.981
H 3.588 1.012 -2.467
H 2.669 -0.390 -1.986
C 3.456 2.750 1.084
H 2.640 2.468 1.741
H 3.715 3.786 1.285
H 4.322 2.127 1.298
C 4.245 2.995 -1.247
H 3.989 3.058 -2.302
H 4.574 3.982 -0.933
H 5.077 2.307 -1.115

# C43H40GeN4O5SSn

A molecular structure, C43H40GeN4O5SSn (ωB97M-V/def2-TZVPD, the OMol25 dataset).

Output
Relative energy (zero: lowest compared OMol25 entry of this formula, charge and spin) ... 3.300 eV
Spin multiplicity ... 1
HOMO-LUMO gap (spin up / spin down) ... 5.41 / 5.73 eV
E_tot ... -4947.18328 Eh
HOMO level (spin up / spin down) ... -0.0450 / -0.0570 hartree
Maximum force ... 0.6 eV/A
Charge ... -2

CARTESIAN COORDINATES (ANGSTROEM)
Sn 0.151 0.021 -0.155
O 3.853 1.131 2.763
C 2.691 0.815 2.448
O 2.349 -0.070 1.596
C 1.540 1.527 3.195
C 0.331 0.604 3.420
C -0.565 1.180 4.533
C -1.236 2.372 3.794
C -0.602 2.249 2.397
O -0.486 0.823 2.258
C 0.856 2.734 2.446
C 1.422 3.097 1.053
O 2.202 4.065 1.001
O 1.000 2.409 0.069
H 1.960 1.865 4.141
H 0.575 -0.452 3.509
H 0.009 1.484 5.409
H -1.306 0.440 4.840
H -1.016 3.338 4.251
H -2.319 2.254 3.736
H -1.188 2.660 1.581
H 0.941 3.644 3.038
C -1.828 -1.409 -2.939
N -1.212 -1.660 -1.642
C -1.310 -2.840 -1.151
C -0.776 -3.188 0.124
C -0.778 -4.433 0.772
C -0.083 -4.243 1.971
C 0.304 -2.892 1.982
N -0.113 -2.259 0.879
C -3.331 -1.607 -2.919
C -4.075 -1.209 -1.808
C -5.442 -1.429 -1.754
C -6.095 -2.050 -2.813
C -5.367 -2.435 -3.930
C -3.995 -2.217 -3.978
H -1.395 -2.064 -3.704
H -1.596 -0.375 -3.208
H -1.830 -3.636 -1.702
H -1.227 -5.347 0.406
H 0.123 -4.976 2.737
H 0.881 -2.367 2.734
H -3.548 -0.722 -0.992
H -6.004 -1.107 -0.883
H -7.163 -2.231 -2.769
H -5.868 -2.923 -4.761
H -3.431 -2.528 -4.852
C 1.949 2.022 -3.609
N 2.882 1.721 -2.546
C 3.660 2.650 -1.860
C 4.182 2.020 -0.797
N 3.752 0.706 -0.842
C 2.925 0.528 -1.899
S 2.159 -0.912 -2.375
H 2.301 2.896 -4.156
H 0.958 2.217 -3.189
H 1.881 1.163 -4.273
H 3.704 3.683 -2.156
H 4.780 2.396 0.015
H 3.608 0.158 0.022
C -1.464 1.472 -1.163
Ge -2.847 2.749 -0.792
C -4.102 2.745 0.770
C -4.550 1.524 1.279
C -5.387 1.464 2.385
C -5.796 2.636 3.010
C -5.348 3.859 2.527
C -4.502 3.909 1.424
C -4.020 2.544 -2.388
C -3.396 2.443 -3.635
C -4.138 2.278 -4.798
C -5.526 2.218 -4.734
C -6.160 2.317 -3.504
C -5.410 2.477 -2.343
C -2.223 4.631 -0.935
C -0.853 4.890 -0.857
C -0.364 6.189 -0.959
C -1.241 7.248 -1.157
C -2.606 7.002 -1.268
C -3.089 5.703 -1.162
H -4.224 0.601 0.808
H -5.713 0.505 2.771
H -6.448 2.597 3.874
H -5.655 4.778 3.014
H -4.142 4.872 1.078
H -2.311 2.479 -3.679
H -3.635 2.192 -5.755
H -6.110 2.091 -5.640
H -7.243 2.261 -3.449
H -5.917 2.539 -1.384
H -0.159 4.064 -0.728
H 0.704 6.359 -0.877
H -0.865 8.262 -1.233
H -3.294 7.824 -1.438
H -4.155 5.521 -1.270

# C4H7ClN2

C4H7ClN2 in the gas phase (ωB97M-V/def2-TZVPD, the OMol25 dataset).

Output
Relative energy (zero: lowest compared OMol25 entry of this formula, charge and spin) ... 4.785 eV
Spin multiplicity ... 1
SMILES string ... ClC[C@H]1CC=NN1
HOMO-LUMO gap ... 9.60 eV
E_tot ... -726.16470 Eh
HOMO level ... -0.3255 hartree
Maximum force ... 8.1 eV/A
Charge ... 0

CARTESIAN COORDINATES (ANGSTROEM)
C 1.732 0.323 0.335
C 0.129 0.314 0.475
C -0.563 0.589 -0.678
C -1.634 -0.564 -0.912
H 1.876 1.251 -0.201
H 2.551 0.234 1.304
H -0.121 1.174 1.157
H 0.027 0.870 -1.606
H -1.197 1.533 -0.328
H -2.632 -0.618 -1.659
H 0.105 -1.650 1.437
N -1.633 -1.455 0.088
N -0.675 -0.895 1.105
Cl 2.035 -1.106 -0.518

# C3H3NOS3

C3H3NOS3 in the gas phase (ωB97M-V/def2-TZVPD, the OMol25 dataset).

Output
Relative energy (zero: lowest compared OMol25 entry of this formula, charge and spin) ... 0.784 eV
Spin multiplicity ... 1
SMILES string ... S=C1CSNC(=S)O1
HOMO-LUMO gap ... 8.46 eV
E_tot ... -1440.63436 Eh
HOMO level ... -0.3348 hartree
Maximum force ... 2.8 eV/A
Charge ... 0

CARTESIAN COORDINATES (ANGSTROEM)
C -1.131 -0.764 -0.151
C -1.108 0.602 0.474
C 1.362 -0.595 -0.368
H -2.092 0.972 0.554
H -0.652 0.542 1.491
H 2.087 1.159 0.174
N 1.297 0.730 -0.371
O 0.104 -1.209 -0.566
S -2.461 -1.612 -0.427
S -0.116 1.663 -0.603
S 2.711 -1.488 -0.208

# C5H12NO

A gas-phase ion, C5H12NO (charge +1) (ωB97M-V/def2-TZVPD, the OMol25 dataset).

Output
Relative energy (zero: lowest compared OMol25 entry of this formula, charge and spin) ... 2.119 eV
Spin multiplicity ... 1
SMILES string ... CC[N+](C)(C)C=O
HOMO-LUMO gap ... 12.45 eV
E_tot ... -327.38171 Eh
HOMO level ... -0.5865 hartree
Maximum force ... 5.7 eV/A
Charge ... +1

CARTESIAN COORDINATES (ANGSTROEM)
C -0.010 -1.532 -0.907
C -1.298 -0.486 1.423
C 1.630 0.353 -0.919
C -0.694 0.824 -1.361
C 0.076 0.083 0.956
N 0.267 0.007 -0.584
O -0.696 -1.903 -1.725
H 0.707 -2.129 -0.209
H -2.083 -0.265 0.663
H -1.522 -1.573 1.703
H -1.690 0.077 2.217
H 2.029 1.011 -0.115
H 2.467 -0.525 -0.819
H 1.826 0.780 -1.899
H -0.874 1.726 -0.936
H -0.262 1.013 -2.410
H -1.669 0.279 -1.457
H 0.903 -0.354 1.542
H -0.032 1.111 1.118

# C42H48N6O5PRhS2

A molecular structure, C42H48N6O5PRhS2 (ωB97M-V/def2-TZVPD, the OMol25 dataset).

Output
Relative energy (zero: lowest compared OMol25 entry of this formula, charge and spin) ... 0.106 eV
Spin multiplicity ... 5
HOMO-LUMO gap (spin up / spin down) ... 8.14 / 6.60 eV
E_tot ... -3581.75590 Eh
HOMO level (spin up / spin down) ... -0.4705 / -0.4952 hartree
Maximum force ... 0.7 eV/A
Charge ... +2

CARTESIAN COORDINATES (ANGSTROEM)
Rh 0.006 0.329 0.503
C -2.376 -1.897 3.502
C -2.995 -0.798 2.647
C -2.461 0.584 3.007
C -2.934 -1.078 1.144
C -3.786 -2.288 0.737
O -2.896 -3.105 -0.047
C -1.705 -2.493 -0.076
N -1.591 -1.397 0.575
C -0.716 -3.228 -0.903
C -0.996 -4.584 -1.096
C -0.240 -5.361 -1.955
C 0.788 -4.777 -2.675
C 1.081 -3.439 -2.478
C 0.368 -2.647 -1.575
P 1.023 -0.945 -1.372
C 2.823 -1.248 -1.312
C 3.403 -1.466 -0.065
C 4.748 -1.776 0.046
C 5.538 -1.865 -1.091
C 4.972 -1.644 -2.338
C 3.624 -1.340 -2.451
C 0.722 -0.197 -3.002
C 1.566 0.791 -3.512
C 1.315 1.357 -4.751
C 0.199 0.970 -5.482
C -0.667 0.019 -4.965
C -0.405 -0.567 -3.733
H -2.612 -1.732 4.553
H -1.292 -1.895 3.409
H -2.748 -2.890 3.245
H -4.072 -0.780 2.856
H -1.417 0.714 2.697
H -2.484 0.733 4.086
H -3.055 1.372 2.541
H -3.265 -0.180 0.627
H -4.640 -2.035 0.112
H -4.125 -2.882 1.585
H -1.834 -5.027 -0.580
H -0.476 -6.409 -2.081
H 1.365 -5.356 -3.382
H 1.897 -3.003 -3.036
H 2.801 -1.356 0.826
H 5.186 -1.935 1.024
H 6.589 -2.102 -1.007
H 5.579 -1.715 -3.230
H 3.206 -1.192 -3.436
H 2.442 1.102 -2.955
H 1.999 2.094 -5.151
H 0.009 1.405 -6.453
H -1.539 -0.287 -5.527
H -1.077 -1.328 -3.358
S 1.037 -0.639 2.686
C 1.375 -2.321 2.698
N 0.574 -3.182 2.085
C 0.770 -4.629 2.074
C 1.558 -5.032 3.310
C 2.813 -4.185 3.418
N 2.455 -2.770 3.331
H -0.223 -2.770 1.629
H 1.287 -4.924 1.157
H -0.215 -5.096 2.072
H 1.828 -6.085 3.251
H 0.941 -4.895 4.199
H 3.515 -4.433 2.618
H 3.317 -4.345 4.370
H 3.025 -2.071 3.779
C 1.128 4.695 -0.976
S 0.469 3.135 -1.528
C -0.549 3.636 -2.904
H 0.328 5.430 -0.931
H 1.907 5.016 -1.665
H 1.544 4.535 0.017
H 0.088 4.001 -3.708
H -1.237 4.416 -2.581
H -1.096 2.758 -3.246
O -1.182 3.495 0.032
C -2.064 2.601 -0.144
O -1.830 1.364 -0.192
C -3.471 3.069 -0.331
C -4.505 2.167 -0.577
C -5.804 2.616 -0.755
C -6.087 3.973 -0.690
C -5.043 4.849 -0.457
C -3.741 4.432 -0.276
N -5.325 6.302 -0.404
O -6.485 6.640 -0.437
O -4.371 7.042 -0.284
H -4.280 1.113 -0.652
H -6.601 1.913 -0.950
H -7.088 4.358 -0.822
H -2.962 5.155 -0.090
N 4.509 3.786 3.203
C 3.542 3.194 2.476
C 3.841 2.400 1.355
C 2.820 1.781 0.678
N 1.525 1.894 1.012
C 1.237 2.667 2.076
C 2.183 3.325 2.820
H 5.458 3.802 2.873
H 4.269 4.453 3.916
H 4.861 2.267 1.024
H 3.046 1.164 -0.184
H 0.185 2.769 2.318
H 1.878 3.934 3.658

# C20H33F5N2O5PS2

3 unconnected molecules or ions with the total composition C20H33F5N2O5PS2 (ωB97M-V/def2-TZVPD, the OMol25 dataset).

Output
Spin multiplicity ... 1
HOMO-LUMO gap ... 6.80 eV
E_tot ... -2904.19460 Eh
HOMO level ... -0.4211 hartree
Maximum force ... 5.0 eV/A
Charge ... +1

CARTESIAN COORDINATES (ANGSTROEM)
C 3.144 -0.212 -1.893
C 2.597 -1.694 -1.540
O 1.282 -1.965 -2.133
C 0.554 -2.896 -1.328
C -0.144 -2.299 -0.103
P -0.206 -0.496 0.427
C 0.111 0.702 -1.001
C -2.054 -0.193 0.860
C -2.277 0.231 2.393
C -0.856 -3.430 0.737
C -1.627 -3.174 2.090
C -0.652 -4.808 0.073
N -0.013 -5.192 -1.089
N 0.591 -4.232 -1.786
C 1.282 -4.686 -3.040
F 0.974 -3.909 -4.150
F 0.771 -5.975 -3.335
C 2.870 -4.914 -2.822
F 3.177 -6.258 -3.134
F 3.646 -4.158 -3.723
F 3.267 -4.747 -1.490
H 2.355 0.390 -2.464
H 3.480 0.335 -0.939
H 4.050 -0.256 -2.595
H 3.334 -2.403 -2.067
H 2.601 -1.915 -0.426
H -0.680 1.532 -0.916
H 0.022 0.254 -2.037
H 1.109 1.212 -0.796
H -2.502 0.572 0.128
H -2.649 -1.158 0.659
H -1.315 0.404 2.967
H -2.869 1.213 2.372
H -2.952 -0.540 2.913
H -1.259 -2.264 2.668
H -1.515 -4.072 2.776
H -2.747 -3.034 1.880
H -1.121 -5.677 0.657
C -1.884 3.133 7.596
C -3.355 2.781 7.830
C -3.903 2.208 6.521
S -2.509 1.468 5.677
O -2.259 2.211 4.464
O -2.654 0.028 5.684
C -1.279 1.930 6.885
H -1.365 3.348 8.532
H -1.813 4.020 6.959
H -3.429 2.029 8.621
H -3.932 3.651 8.150
H -4.661 1.446 6.701
H -4.308 2.992 5.879
H -0.336 2.154 6.388
H -1.153 1.089 7.570
C 1.352 2.573 -6.660
C 1.958 3.943 -6.346
C 1.682 4.240 -4.871
S 1.570 2.651 -4.054
O 0.218 2.473 -3.574
O 2.721 2.474 -3.197
C 1.785 1.659 -5.522
H 1.686 2.194 -7.628
H 0.260 2.649 -6.685
H 3.038 3.912 -6.520
H 1.545 4.724 -6.988
H 2.486 4.822 -4.420
H 0.730 4.755 -4.737
H 1.186 0.751 -5.448
H 2.844 1.406 -5.601